1.
{"formula": "C5H10NO2", "method": "ωB97M-V/def2-TZVPD", "elements": ["C", "C", "C", "N", "C", "C", "O", "O", "H", "H", "H", "H", "H", "H", "H", "H", "H", "H"], "coordinates": [[1.917721, 0.573430, 0.598936], [0.894152, 1.609115, 0.996475], [1.904066, -0.696601, 1.462370], [-1.485344, 1.422302, -0.758813], [-1.885326, 0.120896, -1.079118], [-0.957507, -0.992872, -0.932868], [-1.286974, -0.972465, 0.302943], [-0.073552, -1.663869, -1.440999], [1.777458, 0.361471, -0.462744], [2.931808, 1.020569, 0.716995], [0.770719, 1.856120, 2.075476], [-0.195530, 1.371410, 0.664911], [1.111782, 2.555508, 0.476718], [0.937286, -1.204238, 1.400759], [2.124892, -0.393180, 2.504910], [2.629585, -1.445286, 1.134131], [-2.943280, -0.039936, -0.852193], [-1.491810, 2.010174, -1.591514]], "forces_ev_per_angstrom": [[0.8, 0.0, 0.6], [-2.4, 0.6, 0.1], [-0.3, 0.2, 0.0], [-1.0, -2.2, -2.3], [0.1, 4.0, 2.5], [1.3, -1.6, 1.3], [-0.5, 0.0, -0.1], [-0.4, 0.5, -1.2], [0.0, -0.2, 0.0], [-0.4, -0.2, -0.2], [0.7, -0.4, -0.3], [2.1, 0.1, 0.3], [-0.1, -0.1, 0.1], [0.0, 0.3, 0.2], [-0.2, -0.4, -0.4], [0.2, 0.2, 0.0], [-0.2, -0.9, -0.9], [0.2, 0.1, 0.2]], "multiplicity": 1, "total_charge": -1, "gap_ev": 7.4, "relative_energy_kcal_mol": 88.0, "energy_ev": -10930.447, "homo_ev": -3.1}

***

2.
{"formula": "C3H9NS", "method": "ωB97M-V/def2-TZVPD", "elements": ["C", "S", "H", "H", "H", "C", "C", "N", "H", "H", "H", "H", "H", "H"], "coordinates": [[-1.861916, 1.508403, 0.958959], [-0.368644, 1.142579, -0.244030], [-2.670026, 2.065881, 0.557116], [-1.497725, 1.894559, 1.909516], [-2.071933, 0.484705, 1.326770], [0.423194, -2.035635, -1.053162], [1.521802, -0.288867, 0.303843], [0.962404, -1.441058, 0.202830], [0.143418, -3.099247, -0.992301], [-0.437118, -1.375057, -1.303221], [1.101606, -1.962770, -1.947523], [2.128972, 0.164242, -0.597695], [1.580965, 0.226597, 1.268124], [0.384824, -1.696171, 1.006040]], "forces_ev_per_angstrom": [[3.0, -2.7, 1.1], [-0.9, 1.2, 0.1], [-0.5, 0.2, -0.6], [0.1, 0.9, -0.3], [-1.0, 0.5, -0.7], [0.1, 1.1, -1.0], [0.0, 4.2, -1.7], [-0.7, -3.8, -0.1], [0.1, 0.6, 0.6], [0.2, -0.7, 0.1], [-0.1, 0.2, 1.2], [-1.3, -1.1, 2.0], [0.5, -0.7, -0.4], [0.4, 0.0, -0.4]], "multiplicity": 1, "gap_ev": 7.8, "relative_energy_kcal_mol": 64.6, "energy_ev": -15579.531, "homo_ev": -7.3}

***

3.
{"formula": "H12O6", "method": "ωB97M-V/def2-TZVPD", "elements": ["O", "H", "H", "O", "H", "H", "O", "H", "H", "O", "H", "H", "O", "H", "H", "O", "H", "H"], "coordinates": [[0.676829, -0.758247, 0.460794], [0.344029, 0.007963, -0.006536], [0.665409, -1.460007, -0.190076], [-0.059541, -3.267237, -0.699376], [-0.571731, -3.818897, -1.290626], [0.699659, -3.802717, -0.468916], [-0.997451, 2.208733, 1.455744], [-0.730141, 2.517533, 0.590044], [-0.741531, 2.913013, 2.051334], [2.647309, -2.551617, 1.383084], [1.949889, -1.971777, 1.077104], [3.449559, -2.172087, 1.024494], [-3.276791, 1.128733, -0.146046], [-2.372011, 0.867753, -0.317806], [-3.243771, 1.562133, 0.706774], [0.276709, 2.962243, -1.586876], [0.237089, 3.239303, -2.502246], [1.046479, 2.395173, -1.540876]], "forces_ev_per_angstrom": [[0.2, 0.3, 0.1], [-0.1, 0.2, 0.1], [-0.5, -0.4, -0.5], [0.1, 0.2, 0.0], [-0.2, 0.0, -0.2], [0.3, -0.2, 0.2], [-0.1, -0.3, 0.1], [0.1, 0.3, -0.4], [0.1, 0.1, 0.2], [0.2, -0.6, 0.0], [-0.2, 0.5, 0.2], [0.2, 0.1, 0.0], [-0.4, -0.1, -0.4], [0.1, -0.1, 0.1], [0.2, 0.1, 0.3], [-0.1, -0.1, 0.4], [-0.1, 0.1, -0.2], [0.3, -0.1, 0.0]], "multiplicity": 1, "smiles": "O.O.O.O.O.O", "gap_ev": 11.2, "relative_energy_kcal_mol": 31.7, "energy_ev": -12479.741, "homo_ev": -11.0}

***

4.
{"formula": "C7H20ClGdOPdSi", "method": "ωB97M-V/def2-TZVPD", "elements": ["Gd", "Cl", "C", "H", "H", "H", "Pd", "C", "C", "C", "H", "H", "H", "H", "H", "H", "H", "H", "C", "Si", "C", "C", "O", "H", "H", "H", "H", "H", "H", "H", "H", "H"], "coordinates": [[0.062461, 1.604837, -0.322470], [-0.312048, 4.042630, -0.057778], [-1.901820, 0.540167, -0.949201], [-2.233394, 0.149818, 0.022336], [-1.972404, -0.291828, -1.659997], [-2.602819, 1.313178, -1.292107], [0.164006, -0.893933, -2.787100], [1.323176, 0.818729, -2.488075], [-0.797226, -0.384034, -4.583377], [0.537800, -2.772929, -2.693680], [-1.413948, -1.256175, -4.863847], [-1.418173, 0.508112, -4.388811], [-0.050582, -0.176161, -5.373187], [1.995209, 0.693287, -1.612281], [1.936215, 0.791318, -3.394186], [0.799356, 1.802953, -2.500598], [-0.035702, -3.556182, -3.239194], [1.276991, -3.137264, -1.918032], [1.797389, -0.850133, 3.552998], [0.426580, 0.038002, 2.631849], [-1.138433, -0.946455, 2.976088], [0.248687, 1.826434, 3.269736], [0.771290, 0.144766, 1.043320], [1.635573, -0.783861, 4.638611], [2.777300, -0.418352, 3.312334], [1.818082, -1.910774, 3.266091], [-1.390277, -0.874038, 4.043640], [-2.001529, -0.598719, 2.395605], [-0.977258, -2.006245, 2.735550], [1.200057, 2.366401, 3.137414], [-0.535818, 2.405638, 2.753776], [0.011260, 1.810822, 4.344578]], "forces_ev_per_angstrom": [[0.6, -0.5, 0.0], [-0.3, 2.2, 0.2], [-1.2, -0.7, -0.5], [-0.2, 0.1, 0.1], [-0.1, -0.1, 0.0], [-0.2, 0.1, 0.1], [0.7, 1.0, 0.6], [-0.2, 1.6, -0.9], [0.5, -0.8, 0.4], [-1.2, -2.4, -0.9], [0.2, 0.4, 0.0], [0.3, -0.4, 0.0], [-0.3, -0.1, 0.4], [-0.2, 0.2, -0.3], [0.2, 0.1, 0.0], [0.9, -0.1, -0.2], [0.8, -0.2, 0.5], [-0.7, 0.4, -0.8], [0.2, -0.1, 0.3], [0.1, 0.6, -1.5], [-0.2, -0.1, 0.2], [0.0, -0.3, 0.4], [0.3, -1.0, 1.6], [0.1, -0.1, -0.1], [-0.2, 0.0, 0.1], [0.0, 0.2, 0.0], [-0.1, -0.1, -0.1], [0.2, 0.0, 0.1], [0.0, 0.2, 0.0], [-0.2, -0.1, 0.0], [0.3, -0.3, 0.1], [0.0, 0.2, 0.0]], "multiplicity": 10, "total_charge": -2, "gap_ev": [3.0, 5.5], "relative_energy_kcal_mol": 35.0, "energy_ev": -54342.508, "s_squared": 24.89, "homo_ev": [2.6, -0.3]}

***

5.
{"formula": "C9H19ClN5O5RuS", "method": "ωB97M-V/def2-TZVPD", "elements": ["Ru", "O", "Cl", "O", "O", "O", "C", "C", "C", "N", "N", "C", "N", "S", "H", "H", "H", "H", "H", "H", "H", "C", "N", "C", "C", "O", "N", "C", "C", "H", "H", "H", "H", "H", "H", "H", "H", "H", "H", "H", "H"], "coordinates": [[-0.419000, 0.828344, 0.915648], [3.164946, 0.528154, -1.359021], [2.549473, 1.577340, -0.639719], [3.494367, 2.343635, 0.102100], [1.656840, 2.398215, -1.421181], [1.605160, 0.951107, 0.386442], [-1.531512, 4.286484, -1.971894], [-2.762647, 3.295220, -1.719472], [-2.444263, 2.319671, -0.667577], [-2.620925, 0.992668, -0.705247], [-2.464301, 0.332967, 0.477228], [-2.257912, 1.220196, 1.544707], [-2.866459, 1.106893, 2.735643], [-1.725928, 2.825709, 0.970311], [-1.802146, 4.868548, -2.846324], [-0.602356, 3.671349, -2.156685], [-1.474577, 4.915951, -1.013326], [-2.995069, 2.697881, -2.625612], [-3.667583, 3.802169, -1.410236], [-3.726314, 0.548001, 2.836770], [-2.811718, 1.857618, 3.400783], [1.518958, -2.483301, 2.629281], [1.830924, -2.232711, 1.244425], [3.187011, -2.433311, 0.761129], [0.746057, -1.681679, 0.539712], [-0.203062, -1.114154, 1.253960], [0.409816, -2.076405, -0.720427], [1.407118, -2.681756, -1.551511], [-0.987168, -2.291387, -1.096469], [2.369436, -3.096171, 3.128143], [0.574390, -3.047458, 2.772374], [1.494371, -1.554153, 3.214623], [3.755086, -2.599581, 1.676911], [3.587069, -1.608471, 0.193579], [3.151051, -3.246255, 0.072710], [2.327167, -2.092063, -1.546432], [0.953743, -2.655069, -2.559187], [1.658337, -3.706478, -1.324667], [-1.239583, -1.513877, -1.916667], [-1.578271, -1.926510, -0.235962], [-1.260541, -3.327337, -1.368846]], "forces_ev_per_angstrom": [[3.4, -1.1, -2.4], [-0.6, -0.7, 0.1], [1.4, 3.8, -1.3], [-1.1, -0.9, -0.4], [0.6, -1.0, 0.4], [-2.1, -1.5, 2.3], [-0.5, -0.9, 1.7], [1.6, -1.0, -0.8], [-0.2, -1.6, -0.2], [0.4, 1.7, 0.0], [0.6, 1.3, 0.9], [-3.9, 0.5, 1.5], [-0.4, -0.8, -0.2], [-0.2, 0.9, -0.8], [0.2, 0.3, 0.1], [-0.9, 0.9, 0.2], [0.4, -0.5, -1.7], [0.0, 0.3, 0.4], [-0.3, 0.5, 0.2], [0.7, 0.0, -0.2], [0.2, 0.2, 0.3], [1.5, -1.6, 2.1], [-1.0, 1.5, -0.8], [-0.2, 0.2, 1.1], [-2.1, -1.3, -0.3], [1.4, -0.1, -0.5], [1.6, -0.9, 2.4], [0.4, 0.7, -2.1], [-1.5, 2.8, -0.1], [-1.4, 0.9, -1.1], [0.4, 0.5, -0.3], [-0.2, 0.1, -0.2], [0.3, -0.3, -0.5], [-0.1, 0.8, -0.1], [0.4, -1.2, -0.2], [-0.3, 0.0, -0.3], [0.6, -0.2, 0.3], [-0.3, -0.6, 0.3], [0.4, -1.6, 0.8], [0.0, -0.7, -0.5], [0.7, 0.5, 0.0]], "multiplicity": 5, "total_charge": 3, "gap_ev": [6.2, 5.4], "relative_energy_kcal_mol": 57.2, "energy_ev": -53223.597, "s_squared": 6.10, "homo_ev": [-19.7, -19.7]}